No. 1
{
  "formula": "C2H10N3O",
  "method": "the ωB97M-V functional and the def2-TZVPD basis",
  "lumo_ha": -0.12903,
  "homo_energy_ev": -14.663,
  "total_charge": 1,
  "orbital_gap_ev": 11.152,
  "e_above_lowest_ev": 1.327,
  "species": ["C", "N", "C", "N", "N", "H", "H", "H", "H", "H", "H", "H", "H", "H", "H", "O"],
  "coordinates": [[2.04824, 0.03118, 1.57391], [1.14537, 0.37184, 0.43032], [0.02854, -0.26235, 0.15932], [-0.41790, -0.42434, -1.12326], [-0.67014, -0.95380, 1.11020], [1.47621, -0.20147, 2.45956], [2.75185, -0.81392, 1.33009], [2.59161, 0.94189, 1.80995], [1.68060, 0.64196, -0.38583], [-1.13984, 0.27217, -1.50997], [-0.66702, -1.39251, -1.28200], [-0.99506, -1.86406, 0.82610], [-0.41867, -0.90701, 2.08089], [-1.85072, 1.94073, -2.64874], [-3.22370, 1.42296, -2.57439], [-2.33938, 1.19673, -2.25615]],
  "mulliken_charge": [-0.82, -0.15, 0.64, -0.50, -0.39, 0.33, 0.30, 0.29, 0.28, 0.34, 0.26, 0.24, 0.22, 0.32, 0.32, -0.68]
}

---

No. 2
{
  "formula": "C2H10N3O",
  "method": "the ωB97M-V functional and the def2-TZVPD basis",
  "lumo_ha": -0.10476,
  "homo_energy_ev": -14.076,
  "total_charge": 1,
  "orbital_gap_ev": 11.225,
  "e_above_lowest_ev": 2.717,
  "species": ["C", "C", "N", "N", "N", "O", "H", "H", "H", "H", "H", "H", "H", "H", "H", "H"],
  "coordinates": [[0.55715, -0.68524, 0.16227], [-0.46675, 0.12349, -0.66692], [-0.68776, -0.00883, 0.95839], [-1.36416, -0.38778, -1.50547], [0.62241, -2.03414, 0.15234], [1.23158, 2.22872, 0.66336], [1.41260, -0.15572, 0.57864], [-0.13596, 1.08967, -0.85115], [-0.50696, 0.93392, 1.33379], [-1.42009, -0.47376, 1.52648], [-1.83095, -1.26412, -1.42815], [-1.86888, 0.31332, -2.10615], [0.10848, -2.45115, -0.60494], [1.81240, 2.57488, 1.30444], [1.35014, -2.64625, 0.47274], [1.18675, 2.84300, 0.01034]],
  "mulliken_charge": [0.14, -0.08, -0.38, -0.43, -0.43, -0.54, 0.39, 0.37, 0.29, 0.27, 0.20, 0.24, 0.19, 0.28, 0.24, 0.25]
}

---

No. 3
{
  "formula": "C2H10N3OP",
  "method": "the ωB97M-V functional and the def2-TZVPD basis",
  "lumo_ha": 0.02867,
  "homo_energy_ev": -9.043,
  "total_charge": 0,
  "orbital_gap_ev": 9.823,
  "e_above_lowest_ev": 0.920,
  "species": ["C", "C", "N", "N", "N", "O", "P", "H", "H", "H", "H", "H", "H", "H", "H", "H", "H"],
  "coordinates": [[1.33469, 0.00411, 1.04631], [1.28665, -0.19592, -1.53048], [-1.44190, 1.14097, 1.18042], [-1.50342, -1.35401, -0.23825], [0.72588, 0.32391, -0.26349], [-1.69455, 0.96071, -1.36778], [-1.04900, 0.27060, -0.27452], [0.99949, 0.73892, 1.88448], [1.16333, -0.98999, 1.52674], [2.40943, -0.05290, 0.83786], [2.34416, -0.51671, -1.35218], [0.57471, -0.88716, -1.98462], [1.38842, 0.56662, -2.25549], [-0.80990, 1.21130, 1.88262], [-1.90275, 2.05968, 0.98725], [-2.53159, -1.32672, -0.62987], [-1.29363, -1.95341, 0.55100]],
  "mulliken_charge": [-0.82, -0.86, -0.56, -0.52, -0.03, -0.68, 0.72, 0.20, 0.31, 0.33, 0.32, 0.31, 0.27, 0.23, 0.25, 0.28, 0.25]
}

---

No. 4
{
  "formula": "C2H10N4",
  "method": "the ωB97M-V functional and the def2-TZVPD basis",
  "spin_multiplicity": 2,
  "lumo_ha": [0.14511, 0.13974],
  "s_squared": 0.750,
  "homo_energy_ev": [1.333, -5.190],
  "total_charge": -1,
  "orbital_gap_ev": [2.616, 8.993],
  "e_above_lowest_ev": 1.317,
  "species": ["N", "C", "N", "H", "H", "H", "H", "H", "H", "N", "C", "N", "H", "H", "H", "H"],
  "coordinates": [[1.30359, 0.09217, -0.03961], [0.79990, 0.07294, -1.42465], [1.57337, -0.88777, -2.28271], [2.33472, -0.08388, 0.11205], [1.03125, 0.96466, 0.39789], [0.82353, 1.16329, -1.96116], [-0.36957, -0.07471, -1.35657], [1.19342, -1.77914, -2.23196], [2.08974, -0.77734, -3.17112], [-1.36399, -0.47634, 0.90026], [-1.44511, 0.35702, 2.04559], [-2.40262, 1.28383, 2.17327], [-2.13119, -0.45244, 0.31317], [-0.51866, -1.04135, 0.60757], [-0.65270, 0.14228, 2.75504], [-2.26565, 1.49677, 3.16293]],
  "mulliken_spin": [-0.35, 2.01, 0.95, -0.09, 0.05, -0.56, -0.10, -0.43, -0.54, 0.06, 0.51, -0.02, -0.10, -0.24, -0.06, -0.08]
}

---

No. 5
{
  "formula": "C2H10N4",
  "method": "the ωB97M-V functional and the def2-TZVPD basis",
  "lumo_ha": -0.28326,
  "homo_energy_ev": -19.237,
  "total_charge": 2,
  "orbital_gap_ev": 11.529,
  "e_above_lowest_ev": 0.563,
  "species": ["C", "C", "N", "N", "N", "N", "H", "H", "H", "H", "H", "H", "H", "H", "H", "H"],
  "coordinates": [[0.83581, -0.76394, -0.17734], [-0.80123, 0.29472, -0.23162], [0.95336, -1.87420, 0.56793], [-0.68050, 1.55861, -0.81979], [1.73763, -0.18897, -0.90610], [-1.31433, 0.46373, 1.14404], [-1.44961, -0.33752, -0.77618], [0.33126, -2.45811, 1.04067], [1.79731, -2.52312, 0.33177], [-0.58777, 1.64989, -1.81788], [-0.40909, 2.28369, -0.17968], [1.44048, 0.57854, -1.44088], [2.64934, -0.51509, -1.17512], [-1.76453, -0.31112, 1.68142], [-0.69062, 0.93234, 1.73941], [-2.04753, 1.21054, 1.01936]],
  "mulliken_charge": [0.52, 0.04, -0.38, -0.58, -0.22, -0.37, 0.46, 0.24, 0.30, 0.27, 0.19, 0.17, 0.26, 0.37, 0.35, 0.39]
}

---

No. 6
{
  "formula": "C2H10N4",
  "method": "the ωB97M-V functional and the def2-TZVPD basis",
  "lumo_ha": -0.29744,
  "homo_energy_ev": -19.830,
  "total_charge": 2,
  "orbital_gap_ev": 11.736,
  "e_above_lowest_ev": 0.000,
  "species": ["C", "C", "N", "N", "N", "N", "H", "H", "H", "H", "H", "H", "H", "H", "H", "H"],
  "coordinates": [[0.90875, -0.21723, 0.41934], [-0.22381, 0.46369, -0.55770], [1.92905, 0.54979, 0.65843], [-0.78822, 1.65246, -0.31881], [0.75112, -1.36937, 0.96563], [-1.50473, -0.71534, -0.72748], [0.28089, 0.35774, -1.46529], [2.09605, 1.51525, 0.39605], [2.79224, -0.05115, 0.94597], [-1.18133, 2.33637, -1.03457], [-0.95555, 1.94182, 0.68567], [0.02514, -1.99173, 0.68420], [1.36390, -1.72145, 1.62903], [-1.45420, -1.59614, -1.28230], [-1.79286, -1.04769, 0.16143], [-2.24643, -0.10701, -1.15959]],
  "mulliken_charge": [0.61, 0.00, -0.36, -0.45, -0.28, -0.58, 0.43, 0.28, 0.32, 0.30, 0.29, 0.17, 0.22, 0.35, 0.35, 0.36]
}

---

No. 7
{
  "formula": "C2H10N6",
  "method": "the ωB97M-V functional and the def2-TZVPD basis",
  "lumo_ha": 0.03170,
  "homo_energy_ev": -8.944,
  "total_charge": 0,
  "orbital_gap_ev": 9.807,
  "e_above_lowest_ev": 3.713,
  "species": ["C", "C", "N", "N", "H", "H", "H", "H", "H", "H", "N", "N", "N", "N", "H", "H", "H", "H"],
  "coordinates": [[1.87897, 0.20450, -1.41338], [1.40435, 0.09034, 0.01428], [-2.08192, -1.38990, 0.34386], [2.11043, -0.21588, 1.04045], [-1.64102, -0.79474, 1.05332], [-2.11256, -2.37958, 0.52835], [3.09093, -0.37521, 0.84193], [1.26742, -0.42000, -2.06394], [2.91967, -0.09851, -1.50256], [1.80115, 1.23058, -1.76802], [0.22032, 0.76683, 0.25038], [-0.34414, 0.67043, 1.54385], [-2.89653, -0.91183, -0.64954], [-2.91731, 0.21160, -1.10380], [-0.38584, 0.92904, -0.54285], [-0.24560, 1.56901, 2.01843], [0.22687, -0.00339, 2.06562], [-2.29519, 0.91668, -0.65638]],
  "mulliken_charge": [-1.21, 0.76, -0.15, -0.75, 0.28, 0.22, 0.22, 0.30, 0.38, 0.31, -0.04, -0.80, -0.08, -0.40, 0.21, 0.24, 0.32, 0.21]
}

---

No. 8
{
  "formula": "C2H10N6",
  "method": "the ωB97M-V functional and the def2-TZVPD basis",
  "lumo_ha": 0.03147,
  "homo_energy_ev": -8.117,
  "total_charge": 0,
  "orbital_gap_ev": 8.973,
  "e_above_lowest_ev": 3.784,
  "species": ["C", "C", "H", "H", "H", "H", "H", "H", "H", "H", "H", "H", "N", "N", "N", "N", "N", "N"],
  "coordinates": [[0.17183, 1.94656, -0.00079], [-0.40476, -0.35112, -0.17284], [-0.28916, 2.96494, -0.07460], [0.53086, 1.83045, 1.01660], [1.03679, 1.89830, -0.66517], [-2.79179, 0.86643, -0.59045], [-2.20460, 0.61111, 0.93186], [0.66509, -0.17203, -1.85209], [2.35030, -0.07920, -0.13043], [2.64282, -1.53736, -0.91736], [0.48601, -2.41255, 0.60306], [-0.46858, -2.61942, 1.90406], [-0.85182, 0.95300, -0.46751], [-2.12280, 1.20265, 0.08642], [0.67026, -0.78695, -1.01545], [1.95851, -0.93974, -0.39837], [-0.92365, -1.02861, 0.78478], [-0.45531, -2.34646, 0.95827]],
  "mulliken_charge": [-0.88, 0.39, 0.32, 0.33, 0.27, 0.25, 0.33, 0.35, 0.20, 0.21, 0.29, 0.24, 0.09, -0.76, -0.29, -0.51, -0.27, -0.57]
}

---

No. 9
{
  "formula": "C2H10NO",
  "method": "the ωB97M-V functional and the def2-TZVPD basis",
  "lumo_ha": -0.13693,
  "homo_energy_ev": -14.529,
  "total_charge": 1,
  "orbital_gap_ev": 10.803,
  "e_above_lowest_ev": 1.132,
  "species": ["C", "N", "H", "H", "H", "H", "H", "H", "C", "O", "H", "H", "H", "H"],
  "coordinates": [[0.24311, -1.97461, 0.50345], [1.29403, -0.87896, 0.48478], [0.91043, -0.04114, 0.93673], [2.04757, -1.16769, 1.11405], [1.73590, -0.69472, -0.41090], [-0.30868, -1.88532, -0.42752], [-0.27639, -1.91239, 1.43969], [0.76491, -2.91429, 0.32403], [-1.44955, 1.93363, -0.61895], [-0.07351, 1.59324, -0.37073], [0.52137, 1.96770, -1.02942], [-1.50003, 3.01600, -0.60259], [-1.80978, 1.41480, -1.51371], [-2.09936, 1.54374, 0.17110]],
  "mulliken_charge": [-0.77, -0.31, 0.33, 0.37, 0.34, 0.31, 0.34, 0.36, -0.55, -0.51, 0.29, 0.28, 0.27, 0.23]
}

---

No. 10
{
  "formula": "C2H10NO2S",
  "method": "the ωB97M-V functional and the def2-TZVPD basis",
  "lumo_ha": 0.12535,
  "homo_energy_ev": -2.814,
  "total_charge": -1,
  "orbital_gap_ev": 6.225,
  "e_above_lowest_ev": 0.596,
  "species": ["C", "C", "S", "N", "H", "H", "H", "H", "H", "H", "H", "H", "O", "H", "H", "O"],
  "coordinates": [[-0.27704, 0.09201, -0.14224], [0.14151, -1.21414, -0.89810], [0.52790, -0.96215, -2.62989], [0.62284, 1.24530, -0.33411], [-1.24348, 0.38410, -0.65835], [-0.61485, -0.05850, 0.87409], [1.02777, -1.55980, -0.30717], [-0.61712, -2.00092, -0.66179], [1.54636, 0.89587, -0.06124], [0.54866, 1.28753, -1.36866], [-0.18353, 3.63413, 1.29109], [-0.54348, 2.28929, 1.67086], [-0.66086, 3.19260, 2.00653], [-0.28827, -1.87520, 2.58133], [-1.47821, -1.22880, 3.35933], [-0.64374, -1.69281, 3.47118]],
  "mulliken_charge": [-0.43, -0.62, -0.62, -0.54, 0.31, -0.02, 0.21, 0.25, 0.23, 0.27, 0.33, 0.36, -0.71, 0.34, 0.31, -0.67]
}

---

No. 11
{
  "formula": "C2H10NO2S",
  "method": "the ωB97M-V functional and the def2-TZVPD basis",
  "spin_multiplicity": 2,
  "lumo_ha": [0.02923, -0.08906],
  "s_squared": 0.753,
  "homo_energy_ev": [-9.656, -9.360],
  "total_charge": 0,
  "orbital_gap_ev": [10.452, 6.937],
  "e_above_lowest_ev": 0.520,
  "species": ["C", "C", "S", "N", "H", "H", "H", "H", "H", "H", "H", "H", "O", "H", "H", "O"],
  "coordinates": [[-1.49390, -0.48214, 1.06211], [-0.49158, 0.08239, 0.00572], [-0.22081, -1.17084, -1.30516], [-0.99894, -1.77204, 1.60633], [-2.48009, -0.58338, 0.59099], [-1.68347, 0.06916, 1.99829], [0.46646, 0.39759, 0.43733], [-0.99708, 0.96353, -0.36474], [-0.64591, -2.17504, 0.69679], [-1.82157, -2.31579, 1.86266], [0.53027, -1.14151, 3.31844], [0.96476, 0.21268, 3.64942], [0.73441, -0.60727, 4.10421], [3.32596, 3.29774, -5.64168], [2.38162, 2.27341, -6.34898], [2.42988, 2.95151, -5.67174]],
  "mulliken_spin": [0.00, -0.05, 1.00, 0.00, 0.00, 0.00, 0.02, 0.02, 0.00, 0.00, 0.00, 0.00, 0.00, 0.00, 0.00, 0.00]
}

---

No. 12
{
  "formula": "C2H10NOS",
  "method": "the ωB97M-V functional and the def2-TZVPD basis",
  "lumo_ha": -0.12952,
  "homo_energy_ev": -13.139,
  "total_charge": 1,
  "orbital_gap_ev": 9.614,
  "e_above_lowest_ev": 1.184,
  "species": ["C", "C", "S", "N", "H", "H", "H", "H", "H", "H", "H", "H", "H", "H", "O"],
  "coordinates": [[-0.66117, -1.06359, -0.33959], [0.11090, -0.38465, 0.73415], [1.90260, -0.09689, 0.16040], [-0.66514, -0.00610, -1.51686], [-1.66104, -1.47461, -0.05849], [-0.12337, -1.91677, -0.80294], [0.37728, -1.09397, 1.51765], [-0.36392, 0.55099, 1.10069], [2.47198, 0.13801, 1.31840], [-1.60730, 0.30384, -1.71593], [-0.30316, -0.55868, -2.31520], [-0.00002, 0.75230, -1.27305], [-2.25593, 1.89761, 1.47884], [-2.97249, 1.42910, 0.47262], [-2.04068, 1.26279, 0.76040]],
  "mulliken_charge": [-0.46, -0.66, -0.18, -0.33, 0.29, 0.39, 0.42, 0.38, 0.17, 0.33, 0.36, 0.32, 0.28, 0.27, -0.59]
}

---

No. 13
{
  "formula": "C2H10NOS2",
  "method": "the ωB97M-V functional and the def2-TZVPD basis",
  "spin_multiplicity": 2,
  "lumo_ha": [0.01800, 0.01062],
  "s_squared": 0.751,
  "homo_energy_ev": [-3.525, -8.913],
  "total_charge": 0,
  "orbital_gap_ev": [4.014, 9.202],
  "e_above_lowest_ev": 1.241,
  "species": ["N", "C", "C", "S", "S", "H", "H", "H", "H", "H", "H", "H", "H", "H", "H", "O"],
  "coordinates": [[-1.39354, -0.17975, -1.62833], [-1.32725, -0.36371, -0.11611], [-0.52422, 0.70629, 0.55697], [1.32389, 0.30226, 0.21664], [2.14634, 1.42844, 1.75236], [-0.80526, -0.99139, -2.02881], [-1.00637, 0.74692, -1.81656], [-2.40191, -0.25602, -1.83967], [-1.04621, -1.39049, 0.17581], [-2.35867, -0.26993, 0.26806], [-0.74055, 1.73630, 0.22124], [-0.79678, 0.65052, 1.60877], [2.23284, 2.69951, 1.28067], [-3.60695, -3.08526, -2.49861], [-2.52826, -3.82151, -1.64242], [-2.82591, -2.96229, -1.93197]],
  "mulliken_spin": [0.89, 0.49, 0.15, 0.19, 0.08, -0.10, -0.18, -0.33, 0.07, -0.14, -0.11, -0.04, 0.02, -0.02, -0.02, 0.05]
}

---

No. 14
{
  "formula": "C2H10NOS2",
  "method": "the ωB97M-V functional and the def2-TZVPD basis",
  "lumo_ha": -0.12953,
  "homo_energy_ev": -12.176,
  "total_charge": 1,
  "orbital_gap_ev": 8.651,
  "e_above_lowest_ev": 0.800,
  "species": ["N", "C", "C", "S", "S", "H", "H", "H", "H", "H", "H", "H", "H", "H", "H", "O"],
  "coordinates": [[0.30864, -0.21694, -1.32797], [-0.53486, -0.25199, -0.07122], [0.18343, -0.16156, 1.27622], [1.16353, -1.51368, 1.90830], [-0.08313, -3.18686, 1.94676], [-0.16591, 0.26903, -2.07973], [0.56945, -1.13570, -1.69304], [1.16131, 0.28579, -1.05634], [-1.20564, -1.09651, -0.10000], [-1.26437, 0.56754, -0.04749], [0.94757, 0.62823, 1.30101], [-0.58067, 0.29596, 1.94397], [-1.11378, -2.66751, 2.53427], [0.78519, 3.08883, -1.08713], [-0.33872, 2.69125, -2.10453], [0.16795, 2.40412, -1.34308]],
  "mulliken_charge": [-0.27, -0.47, -0.82, 0.03, -0.18, 0.31, 0.37, 0.34, 0.44, 0.30, 0.39, 0.37, 0.17, 0.29, 0.31, -0.58]
}

---

No. 15
{
  "formula": "C2H10NS2",
  "method": "the ωB97M-V functional and the def2-TZVPD basis",
  "lumo_ha": -0.12473,
  "homo_energy_ev": -13.293,
  "total_charge": 1,
  "orbital_gap_ev": 9.899,
  "e_above_lowest_ev": 0.213,
  "species": ["C", "N", "H", "H", "H", "H", "H", "H", "C", "S", "S", "H", "H", "H", "H"],
  "coordinates": [[-1.18978, 1.74843, -0.96673], [-1.73650, 0.64688, -0.12869], [-1.96532, 2.20197, -1.56435], [-0.40701, 1.33476, -1.59224], [-0.70747, 2.45940, -0.29511], [-2.26254, 1.04801, 0.65633], [-2.36791, 0.00398, -0.60842], [-0.95936, 0.06880, 0.29756], [2.00424, -0.97275, 1.46410], [0.47228, -1.39882, 0.58614], [0.95150, -1.59240, -1.40774], [2.26331, -1.78465, 2.14335], [2.84465, -0.81678, 0.79742], [1.77529, -0.05340, 2.01209], [1.28462, -2.89344, -1.39369]],
  "mulliken_charge": [-0.69, -0.16, 0.35, 0.26, 0.32, 0.39, 0.40, 0.00, -0.65, -0.15, -0.18, 0.30, 0.33, 0.26, 0.21]
}